1.
{
  "formula": "C4H8NO4",
  "method": "ωB97M-V/def2-TZVPD",
  "charge": -1,
  "smiles": "COC(=O)[C@](C)([O-])NO",
  "molar_mass_g_mol": 134.1,
  "elements": ["C", "O", "C", "O", "C", "C", "O", "N", "O", "H", "H", "H", "H", "H", "H", "H", "H"],
  "xyz": [[-0.6945, -0.9991, 2.6596], [-0.8530, -0.7966, 1.1909], [-0.1474, 0.1446, 0.5539], [0.6478, 0.9089, 1.0678], [0.1392, -0.4064, -1.0732], [-1.2342, -0.9131, -1.6971], [1.0807, -1.2441, -0.8629], [0.4624, 0.7784, -1.8079], [1.8376, 0.8187, -2.2408], [0.0825, -0.3390, 3.0766], [-0.2101, -2.0382, 2.9738], [-1.6562, -0.9011, 3.1750], [-1.0827, -1.9557, -1.6329], [-2.1086, -0.6519, -1.0650], [-1.2589, -0.5663, -2.6910], [0.4331, 1.6001, -1.2765], [2.2233, 0.0500, -1.6835]],
  "forces_ev_per_angstrom": [[1.774, -1.236, -0.110], [-0.716, -0.949, 2.737], [2.049, -0.380, -1.655], [-1.004, 0.055, 0.499], [-2.508, 0.634, 1.890], [0.905, 0.115, 2.369], [0.868, -0.777, -0.597], [1.171, 1.063, -2.479], [0.665, -1.667, 0.985], [-0.671, 0.396, -0.396], [-1.332, 1.626, -1.409], [0.215, 0.122, -0.359], [-0.329, -1.498, -0.246], [0.438, 0.099, -0.624], [-0.404, 0.364, -1.135], [-0.354, 0.995, 1.356], [-0.768, 1.038, -0.827]]
}

=====

2.
{
  "formula": "C4H8NOS",
  "method": "ωB97M-V/def2-TZVPD",
  "charge": -1,
  "molar_mass_g_mol": 118.2,
  "elements": ["C", "C", "S", "C", "N", "C", "O", "H", "H", "H", "H", "H", "H", "H", "H"],
  "xyz": [[-0.8460, -1.1845, -0.3802], [1.7610, -1.0689, -0.6580], [2.8465, 0.1533, -0.3136], [-1.8643, -0.2884, 0.0226], [-1.5309, 0.7699, 0.9167], [-0.1978, 1.2408, 1.1226], [-3.0081, -0.2501, -0.3336], [0.2768, -0.9182, -0.4494], [-0.9828, -2.2403, -0.1355], [1.6004, -1.2595, -1.7174], [1.7733, -1.9513, -0.0263], [-2.2186, 1.4603, 0.6861], [0.1185, 1.9594, 0.3618], [-0.0625, 1.6451, 2.1130], [0.4743, 0.3757, 1.0781]],
  "forces_ev_per_angstrom": [[0.322, -1.002, -0.527], [2.475, -0.297, -0.217], [-0.616, -0.184, 0.084], [3.429, 1.088, 1.318], [-0.296, -0.104, -0.217], [0.445, -0.654, -0.331], [-3.368, -0.965, -1.009], [-1.422, 0.389, 0.292], [0.046, 0.122, -0.404], [-0.655, 0.031, 0.226], [-0.249, 0.028, 0.024], [-0.166, 0.692, 0.347], [0.230, 0.094, 0.048], [-0.061, 0.469, 0.404], [-0.114, 0.293, -0.038]]
}

=====

3.
{
  "formula": "C4H8NOS",
  "method": "ωB97M-V/def2-TZVPD",
  "charge": -1,
  "smiles": "CNC(=O)CC[S-]",
  "molar_mass_g_mol": 118.2,
  "elements": ["C", "N", "C", "O", "C", "C", "S", "H", "H", "H", "H", "H", "H", "H", "H"],
  "xyz": [[0.1165, -2.3240, 0.7065], [-0.3620, -1.2456, -0.1452], [-1.1935, -0.3383, 0.5008], [-1.9625, -0.5931, 1.4181], [-0.9316, 1.0609, 0.0812], [0.5881, 1.4546, 0.1344], [1.6280, 1.0714, -1.3691], [0.9848, -2.0489, 1.3356], [-0.6305, -2.5626, 1.4553], [0.3655, -3.1428, 0.0365], [-0.0313, -0.8517, -1.0125], [-1.2274, 1.1515, -0.9707], [-1.4820, 1.7593, 0.7187], [1.1534, 1.0830, 0.9995], [0.4992, 2.5122, 0.3636]],
  "forces_ev_per_angstrom": [[0.658, 0.213, -0.799], [-2.415, 0.554, 2.012], [0.649, 0.001, 0.059], [0.222, -0.567, 0.110], [0.778, 0.416, -0.542], [0.108, 0.066, -0.350], [-0.800, 0.204, 0.567], [0.091, 0.111, -0.650], [-0.484, -0.286, -0.434], [0.089, -0.456, 0.477], [1.526, -0.391, 0.079], [-0.051, 0.369, 0.082], [-0.263, -0.296, -0.204], [-0.590, -0.450, 0.049], [0.481, 0.510, -0.457]]
}

=====

4.
{
  "formula": "C4H8NOS",
  "method": "ωB97M-V/def2-TZVPD",
  "s_squared": 0.753,
  "molar_mass_g_mol": 118.2,
  "multiplicity": 2,
  "elements": ["O", "C", "N", "C", "C", "S", "C", "H", "H", "H", "H", "H", "H", "H", "H"],
  "xyz": [[-1.8119, 0.9709, 2.6017], [-1.2914, 0.2124, 1.8253], [-0.4828, 0.5641, 0.7863], [0.0624, -0.3238, -0.2105], [1.6094, -0.2943, -0.0415], [2.2975, -1.9049, -0.6235], [-0.3889, 0.1889, -1.5756], [-1.3329, -0.8973, 1.8524], [-0.3487, 1.5765, 0.8328], [-0.2958, -1.3235, -0.0139], [1.8484, -0.2010, 1.0123], [1.9872, 0.5227, -0.6584], [-0.5194, 1.2710, -1.5898], [0.0994, -0.2386, -2.4511], [-1.4323, -0.1233, -1.7465]],
  "forces_ev_per_angstrom": [[-0.079, 0.115, 0.134], [0.736, -1.191, -0.721], [-1.101, 1.117, 1.516], [1.000, 1.449, -0.134], [-0.725, -1.559, -0.736], [-0.012, 0.911, 0.087], [-1.651, -0.794, -0.403], [-0.554, 0.079, 0.401], [0.364, -0.400, -0.858], [-0.210, -0.224, 0.094], [0.266, 0.273, 0.003], [0.424, -0.047, 0.226], [0.819, 0.075, -0.127], [0.604, 0.322, 0.219], [0.121, -0.125, 0.298]]
}

=====

For reference, E by record: -512.860563; -685.309462; -685.432194; -685.345277 Eh.
For reference, relative energy (zero: lowest compared OMol25 entry of this formula, charge and spin) by record: 517.92; 384.95; 62.72; 27.45 kJ/mol.